(1)
Formula: C3H8N4O
Source: the Open Molecules 2025 dataset
Level of theory: the ωB97M-V functional and the def2-TZVPD basis

```
16
C3H8N4O | the Open Molecules 2025 dataset | the ωB97M-V functional and the def2-TZVPD basis
H -3.198 0.019 0.456
N -3.461 0.934 0.050
N -2.514 1.582 -0.401
N -1.215 1.087 -0.349
C -0.842 -0.082 0.162
O -1.278 -1.064 0.702
N 0.702 0.101 -0.150
C 1.173 -0.906 -1.109
C 1.492 0.153 1.086
H 0.226 1.144 -0.586
H 2.223 -0.731 -1.345
H 1.055 -1.905 -0.683
H 0.582 -0.835 -2.021
H 1.389 -0.789 1.628
H 1.124 0.966 1.710
H 2.542 0.327 0.849
```

Properties
HOMO-LUMO gap: 9.6 eV
HOMO: -0.3320 Ha



(2)
Formula: C3H8N4O
Source: the Open Molecules 2025 dataset
Level of theory: the ωB97M-V functional and the def2-TZVPD basis

```
16
C3H8N4O | the Open Molecules 2025 dataset | the ωB97M-V functional and the def2-TZVPD basis
C -0.472 0.012 -0.325
O -0.640 0.600 -1.486
C -2.895 -0.567 -0.996
C -3.841 -0.793 -0.265
H -1.798 0.196 -1.731
H -0.793 0.485 0.604
H -0.531 -1.076 -0.277
H -4.705 -0.871 0.347
N 1.523 0.082 -0.266
N 1.946 -1.083 0.409
N 1.817 1.371 0.233
N 1.991 1.368 1.460
H 1.717 0.058 -1.258
H 2.963 -1.126 0.429
H 1.614 -1.002 1.368
H 2.105 2.343 1.754
```

Properties
HOMO-LUMO gap: 8.1 eV
HOMO: -0.3202 Ha



Most stable: (1). Least stable: (2).



(1)
Formula: C3H8N4O
Source: the Open Molecules 2025 dataset
Level of theory: the ωB97M-V functional and the def2-TZVPD basis

```
16
C3H8N4O | the Open Molecules 2025 dataset | the ωB97M-V functional and the def2-TZVPD basis
C -2.255 0.677 -0.732
C 0.282 0.184 -0.987
C 1.168 -0.509 1.004
H -2.961 -0.464 -0.257
H -3.095 1.193 -1.586
H -1.854 1.528 0.232
H -1.002 0.445 -2.529
H 2.136 0.145 -1.083
H 0.938 0.754 2.638
H 1.542 -1.008 3.157
H 1.471 -2.208 -0.133
N -0.903 0.432 -1.453
N 1.331 0.256 -1.739
N 1.212 -0.153 2.207
N 1.699 -1.681 0.767
O 0.291 0.409 0.494
```

Properties
HOMO-LUMO gap: 9.2 eV
HOMO: -0.3211 Ha



(2)
Formula: C3H8N4O
Source: the Open Molecules 2025 dataset
Level of theory: the ωB97M-V functional and the def2-TZVPD basis

```
16
C3H8N4O | the Open Molecules 2025 dataset | the ωB97M-V functional and the def2-TZVPD basis
H -2.371 0.054 -1.881
N -2.809 0.371 -1.027
C -2.078 0.301 0.002
N -2.563 0.607 1.238
N -0.725 -0.093 0.061
C -0.074 -0.626 -0.825
O 0.235 -1.135 -1.857
H -3.430 1.116 1.253
H -1.897 0.787 1.969
C 2.455 0.350 0.193
N 1.730 -0.903 0.060
H 3.449 0.224 0.637
H 1.866 1.030 0.809
H 2.567 0.796 -0.794
H 2.004 -1.492 -0.785
H 1.640 -1.388 0.945
```

Properties
HOMO-LUMO gap: 9.8 eV
HOMO: -0.3321 Ha



Most stable: (2). Least stable: (1).



(1)
Formula: C37H39N3O3P2SSe2Tl
Source: the Open Molecules 2025 dataset
Level of theory: the ωB97M-V functional and the def2-TZVPD basis

```
88
C37H39N3O3P2SSe2Tl | the Open Molecules 2025 dataset | the ωB97M-V functional and the def2-TZVPD basis
Tl -0.516 1.232 0.693
O -2.123 2.785 1.103
C -1.861 3.490 2.169
C -2.830 3.611 3.192
C -2.601 4.350 4.330
C -1.397 5.041 4.503
C -0.447 4.965 3.508
C -0.638 4.198 2.354
C 0.420 4.181 1.360
N 0.501 3.307 0.430
N 1.451 3.441 -0.538
C 1.340 2.482 -1.443
O 0.517 1.519 -1.446
C 2.313 2.562 -2.573
C 1.939 2.072 -3.820
C 2.819 2.145 -4.890
C 4.084 2.688 -4.716
C 4.469 3.152 -3.464
C 3.586 3.094 -2.397
H -3.762 3.076 3.050
H -3.365 4.401 5.099
H -1.217 5.620 5.400
H 0.493 5.497 3.617
H 1.166 4.979 1.382
H 0.963 1.617 -3.929
H 2.517 1.769 -5.860
H 4.774 2.738 -5.550
H 5.465 3.554 -3.321
H 3.869 3.453 -1.416
O -1.850 0.361 2.714
N -1.331 -0.002 3.854
C -2.107 -0.689 4.721
C -1.643 -1.115 5.935
C -0.322 -0.820 6.281
C 0.457 -0.119 5.397
C -0.029 0.307 4.147
S 0.938 1.171 3.042
H -3.113 -0.859 4.369
H -2.298 -1.666 6.594
H 0.083 -1.142 7.231
H 1.483 0.132 5.628
Se -0.111 -1.577 -3.258
P 1.319 -1.858 -1.704
Se 1.143 -1.038 0.340
C 2.969 -1.336 -2.324
C 3.853 -0.604 -1.540
C 5.053 -0.152 -2.074
C 5.380 -0.433 -3.391
C 4.508 -1.177 -4.174
C 3.306 -1.619 -3.647
C 1.491 -3.692 -1.460
C 1.403 -4.528 -2.573
C 1.409 -5.906 -2.426
C 1.492 -6.474 -1.162
C 1.596 -5.653 -0.051
C 1.600 -4.271 -0.200
H 3.592 -0.370 -0.517
H 5.723 0.437 -1.461
H 6.303 -0.056 -3.814
H 4.759 -1.396 -5.204
H 2.607 -2.162 -4.270
H 1.298 -4.092 -3.557
H 1.325 -6.540 -3.301
H 1.468 -7.551 -1.044
H 1.660 -6.083 0.941
H 1.679 -3.637 0.673
C -3.211 0.507 -2.446
C -3.006 -0.744 -1.594
P -2.652 -0.337 0.152
C -4.215 0.406 0.749
C -5.429 -0.519 0.726
C -2.475 -1.972 0.978
C -2.980 -3.199 0.221
H -3.288 0.235 -3.500
H -2.357 1.181 -2.345
H -4.114 1.051 -2.165
H -2.131 -1.282 -1.967
H -3.866 -1.414 -1.653
H -4.375 1.288 0.126
H -4.007 0.774 1.753
H -5.674 -0.847 -0.286
H -6.303 -0.001 1.126
H -5.263 -1.408 1.337
H -2.968 -1.881 1.948
H -1.407 -2.080 1.179
H -4.047 -3.140 0.003
H -2.811 -4.091 0.828
H -2.445 -3.337 -0.719
```

Properties
HOMO-LUMO gap: 6.9 eV
HOMO: -0.1687 Ha
Total charge: -1



(2)
Formula: C37H39N3O3P2SSe2Tl
Source: the Open Molecules 2025 dataset
Level of theory: the ωB97M-V functional and the def2-TZVPD basis

```
88
C37H39N3O3P2SSe2Tl | the Open Molecules 2025 dataset | the ωB97M-V functional and the def2-TZVPD basis
Tl 0.679 -0.535 -0.391
O 1.774 -2.410 -1.389
C 3.047 -2.465 -1.590
C 3.569 -3.008 -2.793
C 4.920 -3.087 -3.037
C 5.842 -2.630 -2.093
C 5.371 -2.124 -0.901
C 4.003 -2.031 -0.620
C 3.600 -1.591 0.690
N 2.413 -1.241 1.022
N 2.127 -1.022 2.319
C 0.835 -1.139 2.556
O -0.044 -1.478 1.693
C 0.426 -0.914 3.966
C -0.871 -1.238 4.347
C -1.283 -1.048 5.657
C -0.399 -0.531 6.591
C 0.894 -0.199 6.212
C 1.306 -0.381 4.904
H 2.856 -3.357 -3.532
H 5.272 -3.515 -3.969
H 6.905 -2.683 -2.291
H 6.070 -1.763 -0.153
H 4.352 -1.644 1.483
H -1.549 -1.631 3.602
H -2.296 -1.300 5.945
H -0.719 -0.378 7.615
H 1.578 0.211 6.946
H 2.308 -0.125 4.589
O 2.273 0.378 -1.984
N 1.897 0.965 -3.084
C 2.816 1.076 -4.070
C 2.573 1.767 -5.228
C 1.327 2.370 -5.399
C 0.372 2.197 -4.426
C 0.630 1.459 -3.257
S -0.605 1.202 -2.108
H 3.755 0.591 -3.847
H 3.349 1.840 -5.974
H 1.112 2.957 -6.281
H -0.613 2.628 -4.518
Se 0.805 1.937 1.163
P -1.356 2.128 1.556
Se -2.753 0.593 1.110
C -1.592 2.739 3.278
C -2.879 2.744 3.810
C -3.099 3.209 5.096
C -2.037 3.664 5.863
C -0.754 3.653 5.340
C -0.531 3.191 4.051
C -1.843 3.644 0.629
C -1.236 4.859 0.939
C -1.549 5.996 0.213
C -2.466 5.929 -0.828
C -3.069 4.720 -1.139
C -2.758 3.579 -0.412
H -3.697 2.363 3.211
H -4.101 3.205 5.508
H -2.205 4.013 6.875
H 0.082 3.993 5.939
H 0.470 3.168 3.640
H -0.511 4.901 1.742
H -1.069 6.936 0.453
H -2.709 6.820 -1.394
H -3.778 4.658 -1.955
H -3.222 2.631 -0.648
C 0.114 -2.236 -4.307
C -0.350 -3.242 -3.256
P -0.854 -2.395 -1.704
C -2.528 -1.736 -2.117
C -3.615 -2.702 -2.580
C -1.161 -3.748 -0.496
C -1.560 -5.116 -1.046
H 0.425 -2.745 -5.222
H 0.963 -1.671 -3.919
H -0.679 -1.530 -4.560
H 0.471 -3.905 -2.985
H -1.189 -3.838 -3.620
H -2.360 -0.960 -2.867
H -2.855 -1.220 -1.211
H -3.312 -3.269 -3.462
H -4.515 -2.140 -2.840
H -3.879 -3.401 -1.786
H -1.921 -3.348 0.180
H -0.237 -3.833 0.079
H -2.440 -5.063 -1.686
H -1.788 -5.789 -0.217
H -0.747 -5.558 -1.621
```

Properties
HOMO-LUMO gap: 6.8 eV
HOMO: -0.1651 Ha
Total charge: -1



Most stable: (1). Least stable: (2).



(1)
Formula: CH3I2P
Source: the Open Molecules 2025 dataset
Level of theory: the ωB97M-V functional and the def2-TZVPD basis

```
7
CH3I2P | the Open Molecules 2025 dataset | the ωB97M-V functional and the def2-TZVPD basis
C 2.612 0.280 0.275
P 1.269 1.108 -0.238
I -0.500 -0.558 -0.181
H 3.543 0.820 0.332
H 2.641 -0.757 0.563
I -5.446 -0.161 -0.061
H -4.119 -0.730 -0.690
```

Properties
HOMO-LUMO gap: 9.2 eV
HOMO: -0.3462 Ha



(2)
Formula: CH3I2P
Source: the Open Molecules 2025 dataset
Level of theory: the ωB97M-V functional and the def2-TZVPD basis

```
7
CH3I2P | the Open Molecules 2025 dataset | the ωB97M-V functional and the def2-TZVPD basis
C -0.766 -0.325 0.800
P 1.773 1.516 -0.980
I 1.405 -0.390 0.285
I 0.743 0.625 -3.068
H -1.425 0.357 0.258
H -0.710 -0.438 1.848
H -1.020 -1.344 0.857
```

Properties
HOMO-LUMO gap: 7.1 eV
HOMO: -0.2733 Ha



Most stable: (1). Least stable: (2).



(1)
Formula: C4H14O2S
Source: the Open Molecules 2025 dataset
Level of theory: the ωB97M-V functional and the def2-TZVPD basis

```
21
C4H14O2S | the Open Molecules 2025 dataset | the ωB97M-V functional and the def2-TZVPD basis
C -0.507 -1.751 1.537
C 0.755 -0.913 0.960
C 0.791 -0.447 -0.520
C 2.060 0.329 -0.822
S 2.173 0.632 -2.635
H -0.268 -2.282 2.485
H -1.269 -0.987 1.791
H -0.885 -2.515 0.829
H 1.676 -1.514 1.100
H 0.802 0.014 1.602
H -0.169 0.068 -0.781
H 0.732 -1.452 -1.150
H 2.984 -0.300 -0.600
H 2.010 1.328 -0.334
H 0.865 0.908 -2.677
O -1.236 2.385 -0.544
H -0.855 3.240 -0.233
H -0.372 1.963 -0.908
O -3.089 0.028 0.416
H -2.364 0.729 0.464
H -3.834 0.536 0.020
```

Properties
HOMO-LUMO gap: 9.6 eV
HOMO: -0.3401 Ha



(2)
Formula: C4H14O2S
Source: the Open Molecules 2025 dataset
Level of theory: the ωB97M-V functional and the def2-TZVPD basis

```
21
C4H14O2S | the Open Molecules 2025 dataset | the ωB97M-V functional and the def2-TZVPD basis
C -4.072 0.922 -0.725
C -3.374 -0.425 -0.592
C -2.727 -0.701 0.771
S -0.870 -0.981 0.705
C -0.423 0.362 -0.419
H -4.712 1.099 0.138
H -4.656 1.068 -1.627
H -3.301 1.707 -0.784
H -4.217 -1.128 -0.655
H -2.692 -0.643 -1.404
H -2.824 0.055 1.541
H -3.129 -1.646 1.121
H -0.653 0.116 -1.451
H 0.586 0.713 -0.225
H -1.026 1.264 -0.245
O 6.062 0.102 -1.386
H 5.510 -0.183 -2.112
H 6.686 -0.639 -1.368
O 4.146 1.144 1.117
H 4.585 1.995 1.178
H 4.107 0.789 1.995
```

Properties
HOMO-LUMO gap: 9.2 eV
HOMO: -0.3065 Ha



Most stable: (2). Least stable: (1).



(1)
Formula: C2H7BrN2
Source: the Open Molecules 2025 dataset
Level of theory: the ωB97M-V functional and the def2-TZVPD basis

```
12
C2H7BrN2 | the Open Molecules 2025 dataset | the ωB97M-V functional and the def2-TZVPD basis
C -0.784 -0.524 -0.545
C 1.060 0.069 0.762
N 0.211 1.558 -0.765
N -0.053 0.571 0.086
Br 1.784 1.236 -2.059
H -0.063 -1.332 -0.739
H -1.562 -1.043 -0.169
H -0.984 -0.186 -1.581
H 1.698 -0.304 -0.011
H 1.546 0.974 1.309
H 0.692 -0.743 1.317
H -0.876 1.578 -1.574
```

Properties
HOMO-LUMO gap: 8.8 eV
HOMO: -0.3145 Ha



(2)
Formula: C2H7BrN2
Source: the Open Molecules 2025 dataset
Level of theory: the ωB97M-V functional and the def2-TZVPD basis

```
12
C2H7BrN2 | the Open Molecules 2025 dataset | the ωB97M-V functional and the def2-TZVPD basis
C -0.264 -1.751 0.380
C -1.297 -1.131 1.017
Br -1.067 -0.336 2.779
H 0.667 -1.770 0.824
H -0.342 -2.316 -0.605
H -2.352 -1.114 0.540
N 0.389 1.178 -1.501
N 1.129 1.126 -0.217
H 0.525 2.074 -1.828
H -0.602 1.028 -1.263
H 1.161 2.009 0.323
H 2.052 1.004 -0.447
```

Properties
HOMO-LUMO gap: 10.2 eV
HOMO: -0.3408 Ha



Most stable: (2). Least stable: (1).



(1)
Formula: C5H10S2
Source: the Open Molecules 2025 dataset
Level of theory: the ωB97M-V functional and the def2-TZVPD basis

```
17
C5H10S2 | the Open Molecules 2025 dataset | the ωB97M-V functional and the def2-TZVPD basis
C -0.441 -0.654 3.334
S -1.458 0.312 2.173
S 1.219 -0.298 0.319
H -0.373 -1.696 3.047
H -0.885 -0.559 4.324
H 0.570 -0.276 3.391
H 0.216 0.415 1.002
C -1.633 -0.390 -1.762
C -0.343 -0.239 -1.937
C 0.599 0.724 -1.259
C 1.834 0.935 -1.868
H -2.130 -0.004 -0.893
H -2.161 -1.017 -2.456
H 0.153 -0.769 -2.753
H 0.049 1.502 -0.731
H 2.301 1.915 -1.832
H 2.482 0.099 -2.098
```

Properties
HOMO-LUMO gap: 4.4 eV
HOMO: -0.2671 Ha



(2)
Formula: C5H10S2
Source: the Open Molecules 2025 dataset
Level of theory: the ωB97M-V functional and the def2-TZVPD basis

```
17
C5H10S2 | the Open Molecules 2025 dataset | the ωB97M-V functional and the def2-TZVPD basis
C -1.261 -1.345 -0.530
C -0.874 -0.216 0.472
C -0.453 1.148 -0.084
S -1.423 2.574 0.510
C 0.444 0.038 1.006
C 1.742 -0.505 0.328
S 2.792 0.892 -0.230
H -2.088 -1.058 -1.089
H -1.475 -2.430 -0.098
H -0.364 -1.580 -1.258
H -1.780 -0.112 1.147
H 0.201 1.328 -0.960
H -2.476 2.332 -0.246
H 0.476 0.545 2.005
H 1.478 -1.011 -0.587
H 2.274 -1.044 1.106
H 2.788 0.444 -1.493
```

Properties
HOMO-LUMO gap: 9.6 eV
HOMO: -0.3227 Ha



(3)
Formula: C5H10S2
Source: the Open Molecules 2025 dataset
Level of theory: the ωB97M-V functional and the def2-TZVPD basis

```
17
C5H10S2 | the Open Molecules 2025 dataset | the ωB97M-V functional and the def2-TZVPD basis
C -0.125 2.754 -0.134
S -0.831 1.106 -0.351
C 0.571 0.388 -0.944
C 1.855 0.385 -1.118
C 1.140 -0.447 -2.037
H 0.563 2.682 0.712
H -1.005 3.311 0.106
H 0.352 3.146 -1.027
H 2.831 0.734 -0.928
H 1.138 0.015 -3.051
H 1.298 -1.515 -2.035
C -1.758 -2.003 1.784
S -0.153 -2.566 1.128
H -2.479 -2.903 1.807
H -2.252 -1.345 1.057
H -1.775 -1.767 2.877
H 0.631 -1.975 2.153
```

Properties
HOMO-LUMO gap: 8.9 eV
HOMO: -0.2986 Ha



Most stable: (2). Least stable: (1).



(1)
Formula: C9H12N3O
Source: the Open Molecules 2025 dataset
Level of theory: the ωB97M-V functional and the def2-TZVPD basis

```
25
C9H12N3O | the Open Molecules 2025 dataset | the ωB97M-V functional and the def2-TZVPD basis
C -1.836 1.021 2.128
C -2.132 1.870 1.074
C -0.984 -0.063 1.930
C -1.582 1.732 -0.166
C -0.628 -0.323 0.584
C -0.908 0.527 -0.510
C 0.086 -0.842 -2.087
C 0.157 -1.481 0.262
C 2.343 0.889 -0.114
N -0.459 0.352 -1.765
N 0.364 -1.794 -1.059
N 0.512 -2.315 1.212
O 2.055 -0.193 0.312
H -2.416 1.255 2.994
H -2.879 2.766 1.170
H -0.690 -0.694 2.828
H -1.651 2.424 -0.984
H -0.728 -1.308 -2.686
H 1.672 1.846 -0.091
H 1.029 -0.575 -2.695
H 3.113 1.118 -0.896
H -1.091 0.625 -2.513
H 0.974 -2.517 -1.415
H 0.451 -1.997 2.221
H 1.036 -3.153 1.081
```

Properties
HOMO-LUMO gap: 8.1 eV
HOMO: -0.4327 Ha
Total charge: +1



(2)
Formula: C9H12N3O
Source: the Open Molecules 2025 dataset
Level of theory: the ωB97M-V functional and the def2-TZVPD basis

```
25
C9H12N3O | the Open Molecules 2025 dataset | the ωB97M-V functional and the def2-TZVPD basis
C -1.630 1.327 -0.396
C -1.518 -1.113 0.350
C -3.055 1.201 -0.478
C -3.078 -1.117 0.272
C -0.885 0.135 -0.011
C -3.748 0.012 -0.102
C 4.426 -1.923 -0.324
C 3.336 -2.449 -0.276
C 2.558 0.848 0.049
N 3.532 1.709 0.214
N 0.394 0.076 0.299
N 1.283 1.127 0.285
O -5.063 0.149 0.022
H -1.178 2.265 -0.661
H -1.414 -1.779 -0.572
H -3.693 1.934 -0.847
H -3.497 -2.108 0.510
H 5.486 -1.613 -0.402
H -0.916 -1.524 1.090
H 2.281 -2.514 0.002
H 2.874 -0.186 -0.160
H 4.512 1.468 -0.006
H 3.406 2.667 0.578
H 0.942 2.125 0.348
H -5.351 -0.716 0.214
```

Properties
HOMO-LUMO gap (spin up / spin down): 7.3 / 7.3 eV
HOMO (spin up / spin down): -0.4131 / -0.4132 Ha
Total charge: +1



Most stable: (1). Least stable: (2).